{
  "formula": "C9H8N3O2S",
  "method": "ωB97M-V with the def2-TZVPD basis set",
  "fmax_ev_per_a": 4.39,
  "homo_lumo_gap_ha": 0.28214,
  "relative_energy_kcal_mol": 13.8,
  "lumo_ev": 3.2,
  "smiles": "O=C([O-])[C@@]1(S)N=NCN1c1ccccc1",
  "charge": -1,
  "e_homo_ev": -4.5,
  "species": ["O", "C", "O", "C", "S", "N", "N", "C", "N", "C", "C", "C", "C", "C", "C", "H", "H", "H", "H", "H", "H", "H", "H"],
  "positions_angstrom": [[-2.1407, -1.8698, -1.9773], [-1.2362, -2.1784, -1.1777], [-0.3653, -3.0034, -1.3397], [-1.2899, -1.3441, 0.1752], [-2.6743, -0.1301, 0.0126], [-1.6701, -2.4370, 1.3044], [-0.7574, -2.3466, 2.1671], [0.1913, -1.3651, 1.9404], [-0.1263, -0.8003, 0.6666], [0.5061, 0.2969, 0.1036], [1.3323, 1.0981, 0.8737], [1.8542, 2.1979, 0.3028], [1.4314, 2.6688, -0.9682], [0.4848, 1.9820, -1.6781], [0.0458, 0.7917, -1.1206], [-2.8819, -0.8683, -1.1318], [0.2596, -0.5031, 2.6083], [1.2951, -1.8009, 1.9588], [1.5433, 0.8065, 1.9058], [2.5864, 2.6298, 0.9154], [2.0461, 3.5349, -1.2166], [0.1970, 2.3952, -2.5981], [-0.6311, 0.2456, -1.7266]],
  "forces_ev_per_a": [[-0.9646, -0.0104, -1.0066], [-0.4292, 0.6981, -0.0201], [1.4393, -0.8466, 0.5760], [-2.5951, -1.5143, 0.2753], [-0.0164, 0.0167, 1.3455], [3.0023, 2.1268, -0.0910], [-3.0672, -1.7567, 0.3335], [3.9802, 1.3762, -1.2553], [1.4542, 0.0562, -0.7491], [-2.0213, -0.0820, 0.3824], [-0.2702, -1.7441, 0.6218], [-0.5776, 0.5320, -1.2470], [2.3952, 0.6602, 2.3402], [1.1286, -0.2353, 1.5926], [0.2607, -0.0157, -1.0155], [-0.2857, -0.1255, -0.8042], [-0.5893, -0.5434, 1.1432], [-2.0360, 0.4019, -0.0419], [0.2984, 0.1846, -0.4249], [1.0210, 1.4448, 0.2509], [-0.8002, 0.0765, -0.8942], [-0.7673, -0.0367, -1.2144], [-0.5597, -0.6632, -0.0971]]
}